Entry 1:
The following is a quantum chemistry calculation of a 4-piece molecular cluster, C31H73I2N7O2PS overall in a non-equilibrium geometry, from the OMol25 dataset.

The geometry in XYZ format:
```
117
Properties=species:S:1:pos:R:3:lowdin_charge:R:1
C -4.564 5.377 -2.141 0.050
C -4.427 4.125 -1.770 -0.169
C -3.691 3.113 -2.583 -0.212
N -2.509 2.585 -1.860 -0.104
C -2.926 1.742 -0.827 -0.351
N -3.773 0.644 -0.967 0.055
C -3.302 -0.554 -1.690 -0.226
O -4.308 -1.499 -1.739 -0.079
O -4.456 -2.000 -0.383 -0.023
N -2.599 2.020 0.398 -0.106
C -1.876 3.224 0.856 -0.151
C -0.409 2.957 1.189 -0.181
C 0.141 3.862 2.299 -0.175
C 0.524 3.114 3.575 -0.212
C -0.605 2.981 4.583 -0.272
N -0.892 4.276 5.217 0.012
P -3.014 0.821 1.655 0.436
S -1.828 -0.664 1.723 0.295
C -1.477 2.062 -2.799 -0.712
I -0.645 3.786 -3.794 0.885
C -0.423 1.142 -2.145 -0.772
C -0.383 -0.239 -2.826 -0.158
I 1.566 1.938 -2.201 0.872
H -5.132 6.087 -1.562 0.070
H -4.112 5.725 -3.059 0.074
H -4.888 3.782 -0.849 0.103
H -3.351 3.569 -3.505 0.055
H -4.371 2.305 -2.875 0.126
H -4.691 0.912 -1.308 0.150
H -2.418 -0.932 -1.178 0.094
H -3.093 -0.359 -2.743 0.129
H -5.410 -2.156 -0.362 0.110
H -2.390 3.555 1.757 0.110
H -1.988 4.007 0.114 0.129
H 0.161 3.122 0.284 0.059
H -0.273 1.908 1.450 0.079
H 1.041 4.336 1.913 0.115
H -0.556 4.668 2.533 0.111
H 1.335 3.640 4.072 0.104
H 0.899 2.123 3.308 0.097
H -0.314 2.269 5.351 0.109
H -1.499 2.586 4.088 0.078
H -1.729 4.700 4.846 0.058
H -1.033 4.168 6.209 0.067
H -2.989 1.680 2.749 -0.018
H -4.367 0.604 1.428 0.002
H -1.947 1.533 -3.624 0.069
H -0.594 1.041 -1.080 0.036
H -0.484 -1.029 -2.086 0.080
H 0.540 -0.396 -3.371 0.032
H -1.194 -0.343 -3.545 0.070
C -4.410 -7.767 3.743 -0.088
C -3.369 -6.895 3.059 -0.273
N -3.665 -6.637 1.660 -0.201
C -2.565 -6.024 0.943 -0.246
C -2.137 -4.609 1.354 -0.094
C -4.978 -6.088 1.383 -0.242
C -5.352 -4.743 2.029 -0.078
H -4.522 -8.718 3.222 0.082
H -4.098 -7.972 4.767 0.075
H -5.387 -7.285 3.794 0.064
H -2.407 -7.411 3.090 0.119
H -3.241 -5.971 3.648 0.101
H -2.818 -6.024 -0.121 0.112
H -1.701 -6.689 1.039 0.112
H -2.838 -3.851 1.001 0.028
H -1.166 -4.378 0.909 0.070
H -2.032 -4.505 2.435 0.067
H -5.723 -6.827 1.681 0.101
H -5.074 -6.009 0.297 0.114
H -5.039 -4.693 3.073 0.070
H -6.436 -4.612 2.007 0.072
H -4.907 -3.894 1.507 0.033
C 6.335 0.203 -6.048 -0.086
C 4.850 0.340 -5.752 -0.275
N 4.139 1.142 -6.733 -0.200
C 2.794 1.481 -6.323 -0.254
C 1.770 0.349 -6.159 -0.087
C 4.299 0.731 -8.118 -0.242
C 3.869 -0.692 -8.502 -0.079
H 6.809 1.182 -6.118 0.082
H 6.817 -0.355 -5.245 0.074
H 6.523 -0.338 -6.975 0.066
H 4.732 0.842 -4.786 0.113
H 4.422 -0.669 -5.628 0.101
H 2.399 2.216 -7.030 0.115
H 2.875 2.007 -5.365 0.080
H 1.401 -0.020 -7.114 0.060
H 0.906 0.728 -5.604 0.044
H 2.177 -0.495 -5.599 0.066
H 5.349 0.856 -8.384 0.101
H 3.761 1.454 -8.736 0.115
H 4.187 -1.426 -7.759 0.067
H 4.327 -0.971 -9.451 0.073
H 2.791 -0.782 -8.627 0.054
C 6.643 0.871 5.671 -0.087
C 5.302 0.179 5.491 -0.271
N 4.203 1.103 5.265 -0.197
C 2.901 0.474 5.345 -0.247
C 2.535 -0.587 4.296 -0.081
C 4.387 2.046 4.177 -0.242
C 4.613 1.489 2.762 -0.076
H 6.604 1.585 6.494 0.082
H 7.409 0.129 5.897 0.075
H 6.961 1.399 4.772 0.064
H 5.069 -0.373 6.405 0.118
H 5.399 -0.576 4.693 0.102
H 2.146 1.267 5.328 0.093
H 2.824 0.015 6.335 0.113
H 2.294 -0.141 3.330 0.044
H 1.652 -1.137 4.627 0.069
H 3.334 -1.313 4.147 0.067
H 5.231 2.689 4.430 0.102
H 3.517 2.708 4.172 0.095
H 5.303 0.645 2.765 0.069
H 5.047 2.263 2.127 0.071
H 3.685 1.165 2.289 0.048
```

Its electronic energy is -3093.199684 a.u. For the LUMO energy, the calculation gives -4.4 eV. The calculation puts the HOMO-LUMO gap at 5.315 eV. Its HOMO energy is -9.666 eV. Its net charge is +1. Its molar mass is 892.8 g/mol.

Entry 2:
The following is a quantum chemistry calculation of C31H75Br2GaI2NO13S9 as an isolated structure in a non-equilibrium geometry, from the OMol25 dataset.

The geometry in XYZ format:
```
134
Properties=species:S:1:pos:R:3:lowdin_charge:R:1
C -3.478 2.146 -4.717 -0.159
C -2.919 0.828 -5.146 -0.837
Br -3.891 0.104 -6.666 0.602
C -1.883 0.223 -4.570 -0.685
Br -1.275 -1.454 -5.329 0.614
Ga -0.924 0.977 -2.908 0.304
C -0.038 -0.418 -1.744 -0.199
C 0.785 -1.526 -2.393 -0.304
C 1.908 -1.038 -3.307 -0.247
C 2.910 -2.186 -3.513 -0.232
S 4.400 -1.675 -4.306 0.590
O 5.183 -2.817 -4.718 -0.316
O 5.049 -0.698 -3.479 -0.280
O 3.876 -0.977 -5.624 -0.143
O -2.213 1.849 -1.867 -0.251
C -3.231 1.034 -1.351 -0.305
C -3.887 1.667 -0.104 -0.184
N -3.566 1.091 1.203 -0.060
C -2.159 0.794 1.414 -0.176
C -1.269 2.047 1.326 -0.380
C -0.055 1.886 2.279 -0.025
O -1.981 3.237 1.631 -0.079
C 0.407 2.363 -3.647 -0.738
I 1.113 2.086 -5.636 0.767
C 0.822 3.395 -2.917 -0.883
C 0.414 3.577 -1.473 -0.200
I 2.199 4.918 -3.551 0.704
H -4.319 2.001 -4.041 0.076
H -2.737 2.745 -4.201 0.067
H -3.841 2.720 -5.566 0.062
H -0.833 -0.915 -1.186 0.031
H 0.563 0.091 -0.988 0.063
H 0.135 -2.226 -2.916 0.062
H 1.249 -2.113 -1.585 0.104
H 1.480 -0.838 -4.288 0.047
H 2.395 -0.151 -2.910 0.120
H 2.452 -2.902 -4.199 0.115
H 3.184 -2.692 -2.592 0.111
H 4.261 -1.448 -6.377 0.101
H -2.884 0.015 -1.127 0.076
H -4.024 0.922 -2.107 0.097
H -3.637 2.725 -0.117 0.108
H -4.970 1.607 -0.236 0.107
H -4.138 0.274 1.355 0.089
H -1.755 0.033 0.745 0.100
H -2.054 0.385 2.423 0.109
H -0.859 2.128 0.327 0.095
H -0.203 2.494 3.167 0.060
H 0.092 0.831 2.512 0.069
H 0.854 2.217 1.775 0.069
H -2.378 3.091 2.495 0.056
H 0.971 2.880 -0.847 0.077
H 0.689 4.572 -1.123 0.033
H -0.657 3.454 -1.333 0.055
C -3.439 7.545 -0.529 -0.285
S -3.234 6.916 -2.193 0.798
O -3.958 5.618 -2.218 -0.554
C -1.488 6.570 -1.956 -0.268
H -4.490 7.786 -0.377 0.051
H -3.134 6.769 0.162 0.023
H -2.831 8.435 -0.382 0.051
H -1.368 5.933 -1.080 0.048
H -0.966 7.517 -1.814 0.058
H -1.098 6.059 -2.835 0.040
C -0.770 6.708 4.354 -0.269
S -1.365 6.307 2.706 0.820
O -1.875 7.576 2.112 -0.561
C -2.795 5.362 3.239 -0.261
H 0.109 7.339 4.242 0.045
H -1.545 7.245 4.902 0.054
H -0.498 5.788 4.872 0.052
H -3.434 5.990 3.861 0.064
H -2.459 4.483 3.788 0.045
H -3.333 5.048 2.347 0.053
C 7.183 -4.408 -6.422 -0.283
S 7.437 -4.205 -8.185 0.796
O 6.520 -3.124 -8.634 -0.556
C 6.674 -5.761 -8.662 -0.278
H 7.543 -3.511 -5.925 0.046
H 6.121 -4.526 -6.216 0.042
H 7.745 -5.276 -6.073 0.054
H 5.646 -5.786 -8.300 0.058
H 7.248 -6.588 -8.245 0.049
H 6.685 -5.818 -9.749 0.046
C 7.548 -1.447 -1.582 -0.267
S 7.725 -2.625 -0.243 0.794
O 7.066 -2.046 0.957 -0.555
C 9.496 -2.391 -0.017 -0.283
H 6.500 -1.393 -1.861 0.020
H 7.890 -0.466 -1.249 0.064
H 8.131 -1.789 -2.437 0.057
H 9.695 -1.344 0.212 0.054
H 10.018 -2.692 -0.925 0.047
H 9.812 -3.018 0.814 0.043
C 0.613 0.884 6.388 -0.260
S -1.055 0.660 5.760 0.799
O -1.616 2.018 5.529 -0.560
C -1.754 0.067 7.303 -0.281
H 1.215 1.293 5.578 0.049
H 0.598 1.579 7.228 0.056
H 1.015 -0.083 6.693 0.054
H -1.614 0.816 8.084 0.058
H -1.280 -0.875 7.576 0.037
H -2.816 -0.100 7.139 0.039
C -0.405 -3.814 4.105 -0.289
S 0.340 -3.578 2.484 0.801
O -0.250 -2.335 1.930 -0.553
C -0.491 -4.965 1.704 -0.280
H -0.050 -3.014 4.751 0.036
H -1.491 -3.762 4.018 0.050
H -0.097 -4.778 4.510 0.050
H -1.568 -4.838 1.780 0.035
H -0.167 -5.880 2.203 0.048
H -0.208 -4.993 0.655 0.047
C -2.860 -5.211 8.087 -0.270
S -3.397 -3.795 7.120 0.822
O -2.172 -3.133 6.603 -0.552
C -3.968 -2.824 8.521 -0.271
H -2.424 -5.932 7.401 0.050
H -2.113 -4.892 8.815 0.058
H -3.721 -5.653 8.588 0.052
H -3.145 -2.673 9.221 0.060
H -4.795 -3.343 9.006 0.053
H -4.312 -1.864 8.142 0.042
C -5.013 -2.927 -0.462 -0.264
S -3.923 -4.140 -1.215 0.817
O -2.887 -4.470 -0.194 -0.561
C -3.237 -3.027 -2.443 -0.269
H -5.536 -3.414 0.359 0.045
H -4.416 -2.096 -0.084 0.047
H -5.731 -2.577 -1.203 0.054
H -2.782 -2.151 -1.977 0.041
H -4.046 -2.727 -3.109 0.061
H -2.483 -3.567 -3.009 0.039
```

Its electronic energy is -13510.730438 a.u. For the LUMO energy, the calculation gives 1.4 eV. The calculation puts the HOMO-LUMO gap at 6.962 eV. Its HOMO energy is -5.559 eV. Its net charge is -1. Its molar mass is 1441.9 g/mol.

Entry 3:
The following is a quantum chemistry calculation of a 11-piece molecular cluster, C31H80Cl4O27S9 overall in a non-equilibrium geometry, from the OMol25 dataset.

The geometry in XYZ format:
```
151
Properties=species:S:1:pos:R:3:lowdin_charge:R:1
C 1.199 0.087 -3.216 -0.057
C 2.021 0.221 -4.471 -0.242
O 1.341 -0.525 -5.546 -0.289
S 1.385 0.164 -7.086 0.693
C -0.139 1.174 -6.834 -0.094
O 2.556 1.068 -7.221 -0.326
O 1.088 -0.870 -8.038 -0.281
H 0.933 -0.967 -3.133 0.067
H 0.239 0.594 -3.308 0.070
H 1.668 0.466 -2.308 0.059
H 2.254 1.220 -4.841 0.104
H 3.009 -0.226 -4.358 0.118
H 0.072 2.074 -6.256 0.038
H -0.852 0.600 -6.242 0.050
H -0.472 1.437 -7.839 0.076
C 3.436 1.939 -0.372 -0.073
C 2.070 2.473 -0.174 -0.328
O 2.039 3.859 0.078 -0.250
S 0.612 4.551 0.649 0.724
C 0.882 4.295 2.441 -0.096
O 0.778 5.987 0.382 -0.295
O -0.552 3.766 0.129 -0.331
H 4.250 2.211 0.300 0.085
H 3.784 2.293 -1.342 0.090
H 3.401 0.853 -0.457 0.073
H 1.471 2.289 -1.066 0.110
H 1.601 1.954 0.663 0.095
H 1.680 4.891 2.881 0.080
H 1.049 3.242 2.668 0.043
H -0.048 4.615 2.911 0.058
C 0.033 -1.568 2.923 -0.059
C -1.163 -0.857 2.297 -0.269
O -1.591 -1.409 1.040 -0.288
S -0.793 -0.799 -0.286 0.630
C -1.736 0.887 -0.382 -0.073
O 0.525 -0.604 0.090 -0.270
O -1.107 -1.663 -1.413 -0.288
H -0.289 -2.449 3.478 0.065
H 0.641 -0.977 3.608 0.084
H 0.780 -2.001 2.258 0.047
H -2.012 -0.822 2.980 0.102
H -0.809 0.163 2.149 0.094
H -1.322 1.657 0.268 0.031
H -2.775 0.708 -0.105 0.025
H -1.747 1.300 -1.391 0.031
C 2.227 -3.465 -1.225 -0.062
C 3.748 -3.659 -1.269 -0.275
O 4.361 -2.418 -0.949 -0.261
S 4.954 -2.238 0.624 0.714
C 3.489 -2.510 1.662 -0.116
O 5.993 -3.256 0.901 -0.305
O 5.271 -0.782 0.655 -0.322
H 1.754 -3.496 -0.243 0.061
H 1.768 -4.304 -1.747 0.078
H 1.949 -2.553 -1.752 0.066
H 4.038 -4.445 -0.570 0.108
H 4.099 -4.078 -2.212 0.126
H 3.928 -2.120 2.580 0.061
H 3.217 -3.565 1.718 0.076
H 2.764 -1.836 1.206 0.048
C -1.473 -4.703 -1.935 -0.076
C -3.002 -4.736 -1.655 -0.267
O -3.229 -5.439 -0.405 -0.256
S -4.604 -4.969 0.435 0.683
C -4.013 -3.369 1.184 -0.102
O -5.617 -4.632 -0.553 -0.305
O -4.832 -5.899 1.531 -0.293
H -0.940 -4.501 -1.006 0.065
H -1.223 -4.011 -2.739 0.072
H -1.104 -5.662 -2.298 0.073
H -3.403 -3.725 -1.732 0.095
H -3.452 -5.193 -2.536 0.116
H -3.190 -3.618 1.855 0.062
H -4.829 -2.962 1.780 0.063
H -3.646 -2.707 0.399 0.042
C 5.925 -4.574 7.762 -0.061
C 4.846 -3.904 6.904 -0.259
O 3.561 -4.328 7.423 -0.274
S 2.226 -3.510 6.823 0.712
C 1.942 -4.493 5.207 -0.074
O 1.086 -3.808 7.702 -0.298
O 2.635 -2.141 6.452 -0.334
H 5.675 -4.756 8.808 0.084
H 6.908 -4.102 7.746 0.078
H 6.129 -5.563 7.352 0.072
H 4.925 -2.826 7.043 0.092
H 4.899 -4.153 5.844 0.112
H 2.858 -4.405 4.622 0.042
H 1.106 -4.060 4.659 0.042
H 1.737 -5.517 5.518 0.066
C -6.292 -3.043 -5.330 -0.069
C -5.772 -1.809 -4.598 -0.303
O -4.801 -1.216 -5.436 -0.263
S -4.185 0.300 -4.923 0.705
C -2.997 -0.231 -3.612 -0.122
O -3.386 0.919 -5.989 -0.297
O -5.266 1.024 -4.288 -0.312
H -6.568 -2.871 -6.370 0.078
H -7.189 -3.461 -4.875 0.082
H -5.477 -3.753 -5.469 0.075
H -6.616 -1.141 -4.426 0.116
H -5.295 -2.133 -3.673 0.110
H -3.537 -0.472 -2.696 0.056
H -2.372 0.626 -3.363 0.015
H -2.295 -1.041 -3.810 0.069
C 3.284 1.314 3.255 -0.050
C 4.026 2.146 4.274 -0.293
O 3.455 1.949 5.567 -0.260
S 4.453 2.206 6.907 0.707
C 5.467 0.605 6.832 -0.080
O 5.302 3.358 6.709 -0.296
O 3.676 2.167 8.165 -0.305
H 2.229 1.520 3.438 0.064
H 3.458 0.253 3.436 0.073
H 3.419 1.498 2.189 0.059
H 5.073 1.851 4.203 0.112
H 3.981 3.190 3.965 0.120
H 4.808 -0.208 7.138 0.047
H 6.462 0.628 7.275 0.071
H 5.690 0.445 5.777 0.042
C 1.021 5.023 -7.189 -0.053
C -0.224 5.332 -6.409 -0.267
O -0.378 4.308 -5.417 -0.300
S -1.729 4.227 -4.488 0.660
C -1.217 5.431 -3.160 -0.076
O -2.820 4.705 -5.358 -0.290
O -1.745 2.925 -3.869 -0.321
H 2.007 4.992 -6.725 0.088
H 1.108 5.701 -8.039 0.084
H 0.873 4.047 -7.651 0.072
H -0.214 6.247 -5.816 0.108
H -1.135 5.455 -6.995 0.119
H -0.312 5.013 -2.720 0.061
H -1.947 5.494 -2.353 0.062
H -1.117 6.379 -3.688 0.060
Cl -2.709 2.712 3.743 0.548
C -4.468 2.556 3.993 -0.617
C -4.898 1.069 3.819 -0.677
Cl -4.518 0.554 2.243 0.666
H -4.937 3.251 3.297 0.056
H -4.772 2.847 4.999 0.077
H -5.963 0.919 3.996 0.080
H -4.363 0.431 4.523 0.071
Cl -6.775 4.649 0.003 0.598
C -5.083 4.679 0.322 -0.685
C -4.498 3.235 0.134 -0.648
Cl -4.385 2.793 -1.610 0.619
H -5.011 5.180 1.287 0.059
H -4.641 5.399 -0.367 0.059
H -5.179 2.470 0.507 0.000
H -3.553 3.049 0.644 0.034
```

Its electronic energy is -8684.809888 a.u. For the LUMO energy, the calculation gives -0.3 eV. The SMILES is CCOS(C)(=O)=O.CCOS(C)(=O)=O.CCOS(C)(=O)=O.CCOS(C)(=O)=O.CCOS(C)(=O)=O.CCOS(C)(=O)=O.CCOS(C)(=O)=O.CCOS(C)(=O)=O.CCOS(C)(=O)=O.ClCCCl.ClCCCl. The calculation puts the HOMO-LUMO gap at 10.566 eV. Its HOMO energy is -10.842 eV. Its molar mass is 1315.4 g/mol.